{
  "formula": "C12H11BrF16O4",
  "method": "ωB97M-V/def2-TZVPD",
  "e_lumo_ev": 0.212,
  "fmax_ev_per_a": 0.51,
  "total_charge": 0,
  "energy_ha": -4936.6978,
  "smiles": "FC(F)C(F)(F)COC(F)(F)C(F)F.FC(F)C(F)(F)COC(F)(F)C(F)F.COC(=O)Br",
  "elements": ["Br", "F", "F", "F", "F", "F", "F", "F", "F", "F", "F", "F", "F", "F", "F", "F", "F", "O", "O", "O", "O", "C", "C", "C", "C", "C", "C", "C", "C", "C", "C", "C", "C", "H", "H", "H", "H", "H", "H", "H", "H", "H", "H", "H"],
  "coordinates": [[-0.92140, 1.95940, -0.74271], [1.51102, 3.46012, 1.46405], [3.27835, 2.36732, 2.09645], [-0.95025, 6.83839, 3.48123], [0.58723, -3.56657, -1.34080], [1.16136, 5.76601, 4.69668], [3.72799, 4.70168, 0.70077], [1.37139, -5.74223, -2.72616], [-2.61510, -6.79676, -2.58569], [-2.81184, -4.43675, -4.28927], [-4.69093, -4.06443, -3.26291], [0.21668, 5.73588, 1.99680], [-0.66093, -5.35062, -1.04989], [-0.48212, -5.71218, -3.88477], [-0.73105, 4.78179, 5.22498], [2.91727, 5.83460, 2.39125], [-4.23577, -6.67186, -4.05198], [2.13864, 3.46313, 3.62078], [-2.84960, -4.07092, -2.07145], [-0.79684, -0.76077, -0.47835], [1.01301, 0.13739, -1.44079], [0.35556, -4.95680, -3.14699], [0.20520, 4.94103, 4.23724], [-0.17833, 0.17037, -0.84928], [2.54302, 3.49182, 2.32521], [-0.35743, -4.37090, -1.92134], [-0.56447, 5.60686, 3.08860], [2.10096, 0.82266, -0.78342], [3.48618, 4.67178, 2.03067], [-1.57022, -3.46653, -2.16171], [-3.74625, -6.14344, -2.90849], [-3.46843, -4.64619, -3.13612], [0.77430, 3.53809, 3.99620], [-1.55291, -2.75145, -1.34179], [-1.45370, -2.90016, -3.08646], [-4.47906, -6.26298, -2.10898], [-1.45035, 5.01959, 2.83442], [2.45874, 0.20950, 0.04467], [0.76240, -4.15413, -3.76696], [2.88156, 0.94080, -1.52911], [0.73754, 3.05704, 4.97236], [1.78157, 1.80126, -0.42797], [4.42521, 4.53734, 2.56983], [0.13182, 2.97180, 3.32121]]
}